CH2N2O2S2 | wB97M-V/def2-TZVPD

Calculated values
LUMO energy   -2.77 eV
HOMO   -11.2 eV
Frontier orbital gap   8.418 eV
Molar mass   138.2 g/mol
Energy above the lowest of the compared OMol25 structures with the same formula, charge and spin   78.10 kcal/mol

```
9
Properties=species:S:1:pos:R:3:mulliken_charge:R:1
S -0.56 1.89 -0.09 0.051
S 0.16 -0.08 -0.08 1.063
O -0.31 -0.80 1.09 -0.523
O 0.03 -0.51 -1.43 -0.513
N -3.16 -0.26 0.23 -0.330
N 1.87 0.15 0.14 -0.603
C -2.26 0.41 0.15 0.207
H 2.17 -0.17 -0.84 0.337
H 2.05 -0.64 0.82 0.311
```

C2HN3O3 | wB97M-V/def2-TZVPD

Calculated values
LUMO energy (alpha / beta)   -0.72 / -0.88 eV
HOMO (alpha / beta)   -9.2 / -8.6 eV
Frontier orbital gap (alpha / beta)   8.495 / 7.698 eV
Molar mass   115.0 g/mol
Energy above the lowest of the compared OMol25 structures with the same formula, charge and spin   212.71 kcal/mol

```
9
Properties=species:S:1:pos:R:3:mulliken_charge:R:1
O 1.38 2.33 0.99 -0.382
O -2.80 2.27 -1.50 -0.277
O -2.46 -1.10 -0.88 -0.293
N 0.36 0.31 0.40 -0.414
N -1.88 2.34 -0.39 -0.432
N -2.09 1.20 -0.94 0.530
C 0.96 1.30 0.69 0.574
C -2.62 0.04 -0.72 0.454
H 0.64 -0.61 0.16 0.240
```

C4H9NO | wB97M-V/def2-TZVPD

Calculated values
LUMO energy   -1.56 eV
HOMO   -9.1 eV
Frontier orbital gap   7.493 eV
Molar mass   87.1 g/mol
Energy above the lowest of the compared OMol25 structures with the same formula, charge and spin   151.27 kcal/mol

```
15
Properties=species:S:1:pos:R:3:mulliken_charge:R:1
O 1.10 0.16 1.70 -0.500
N -0.11 -1.90 -0.96 -0.687
C -0.32 -1.10 0.11 -0.074
C -0.14 0.75 -1.63 -1.262
C 1.01 -0.17 0.49 0.066
C -0.32 0.37 -0.09 -0.033
H -0.23 1.27 2.95 -0.122
H 0.54 -2.67 -0.83 0.205
H -0.99 -1.60 0.80 0.421
H -0.78 1.76 3.01 0.118
H 1.81 -0.46 -0.21 0.423
H 0.01 -0.21 -2.13 0.410
H -0.96 1.03 0.48 0.374
H -1.12 1.10 -1.98 0.340
H 0.49 1.65 -1.70 0.321
```

The highest energy above the lowest of the compared OMol25 structures with the same formula, charge and spin belongs to which entry? C2HN3O3

Repeat the second record exactly.
C2HN3O3 | wB97M-V/def2-TZVPD

Calculated values
LUMO energy (alpha / beta)   -0.72 / -0.88 eV
HOMO (alpha / beta)   -9.2 / -8.6 eV
Frontier orbital gap (alpha / beta)   8.495 / 7.698 eV
Molar mass   115.0 g/mol
Energy above the lowest of the compared OMol25 structures with the same formula, charge and spin   212.71 kcal/mol

```
9
Properties=species:S:1:pos:R:3:mulliken_charge:R:1
O 1.38 2.33 0.99 -0.382
O -2.80 2.27 -1.50 -0.277
O -2.46 -1.10 -0.88 -0.293
N 0.36 0.31 0.40 -0.414
N -1.88 2.34 -0.39 -0.432
N -2.09 1.20 -0.94 0.530
C 0.96 1.30 0.69 0.574
C -2.62 0.04 -0.72 0.454
H 0.64 -0.61 0.16 0.240
```

Which value of energy above the lowest of the compared OMol25 structures with the same formula, charge and spin does entry 2 give? 212.71 kcal/mol